C4H8O5S as an isolated structure at a distorted geometry. Source: OMol25; level of theory: ωB97M-V/def2-TZVPD.

As for the net charge: 0. The value obtained for the HOMO energy is -10.0303 eV. Its spin multiplicity is 1.

Element x y z (Å)
H 1.083 1.092 1.362
H 1.065 -2.168 0.380
H -0.817 -1.164 -1.325
O -2.586 0.370 -1.428
H -0.922 1.849 -1.039
H 1.641 1.486 -0.337
O -1.357 0.734 0.732
O 0.993 -0.307 -0.309
C -0.989 -1.638 -0.315
H 0.217 -1.013 1.524
O -3.764 0.399 0.730
S -2.622 0.114 -0.020
O -2.129 -1.431 0.310
C -0.501 1.661 -0.031
H -0.600 2.481 0.596
C 0.847 1.040 0.294
C 0.349 -1.333 0.430
H -0.837 -2.746 -0.532

Computed Löwdin charges, given in elementary charges: number 1, H, carries 0.13; number 2, H, carries 0.12; number 3, H, carries 0.14; number 4, O, carries -0.23; number 5, H, carries 0.14; number 6, H, carries 0.14; number 7, O, carries -0.24; number 8, O, carries -0.17; number 9, C, carries -0.31; number 10, H, carries 0.15; number 11, O, carries -0.19; number 12, S, carries 0.64; number 13, O, carries -0.15; number 14, C, carries -0.11; number 15, H, carries 0.10; number 16, C, carries -0.13; number 17, C, carries -0.18; number 18, H, carries 0.15



One molecule with the formula C2H4N4O2 at a distorted geometry. Source: OMol25; level of theory: ωB97M-V/def2-TZVPD.

As for the net charge: 0. The value obtained for the HOMO energy is -8.6592 eV. Its spin multiplicity is 1. The SMILES is Nc1n/c(=N\O)[nH]o1.

Element x y z (Å)
H 1.496 -0.474 1.920
H -1.972 -1.161 0.460
N 0.066 2.069 -1.083
O -1.390 0.108 -0.963
C -0.202 0.724 -0.736
N -1.299 -1.191 -0.293
N 0.252 -1.908 1.280
O 1.443 -1.503 1.922
N 0.535 0.092 0.076
C -0.031 -1.064 0.361
H -0.108 2.256 -2.109
H 1.209 2.053 -0.835

Computed Löwdin charges, given in elementary charges: number 1, H, carries 0.11; number 2, H, carries 0.13; number 3, N, carries 0.12; number 4, O, carries 0.03; number 5, C, carries -0.45; number 6, N, carries 0.14; number 7, N, carries 0.04; number 8, O, carries -0.12; number 9, N, carries 0.16; number 10, C, carries -0.46; number 11, H, carries 0.12; number 12, H, carries 0.19



C25H46Cl2O6SeSi3Sr as an isolated structure at a distorted geometry. Source: OMol25; level of theory: ωB97M-V/def2-TZVPD.

As for the net charge: -2. The value obtained for the HOMO energy is -2.1514 eV. Its spin multiplicity is 1.

Element x y z (Å)
H -4.692 -2.312 -2.772
O 6.712 1.407 -1.479
H -2.925 1.793 -2.912
C -1.713 3.343 -0.068
C -2.516 -0.695 -0.798
H 2.841 3.448 -1.884
H -0.556 -1.502 -3.482
H -1.467 -1.621 2.311
H 1.395 1.880 -2.914
H -2.571 -4.665 -0.193
H 0.175 -0.727 3.949
H -1.426 1.133 -3.551
O 4.135 1.231 -2.379
O 1.546 3.495 -0.271
Se 5.244 2.072 -1.446
H -0.740 3.839 -0.048
C 2.370 3.960 1.932
H 3.610 -4.605 3.438
H -2.083 0.567 2.388
H -3.184 -3.871 -1.651
C 2.351 -4.162 1.095
H 5.414 -0.724 3.727
O 5.207 3.640 -1.886
H 0.432 3.264 -3.323
C -4.361 1.795 -0.559
H 1.340 3.931 2.293
H -4.598 -1.677 1.674
H 2.824 2.980 2.085
O -1.513 1.967 -0.271
H -4.430 1.922 -1.641
H 0.021 2.380 -1.867
H -3.805 0.208 2.203
H 4.330 -0.057 1.622
C -2.440 -3.801 -0.852
H -4.348 -3.427 1.575
C 2.609 -1.445 0.149
C -1.361 -2.405 1.560
C 2.428 4.350 0.475
H -1.477 -3.372 2.061
C 1.069 -0.270 3.541
H 5.025 -3.005 4.660
C 1.880 -2.417 -0.514
C 1.783 3.653 -1.681
C 3.758 -3.599 3.055
Si -2.790 0.869 -0.003
C 3.127 -3.238 1.837
H 2.932 4.681 2.527
H -1.616 -2.893 -3.273
Cl 0.576 0.718 2.166
H 1.185 -4.468 -0.651
H 2.098 5.386 0.323
H -5.102 -2.551 0.229
H -4.474 2.778 -0.089
H -1.854 -1.805 -4.645
H -1.450 -3.868 -1.301
C 0.860 2.731 -2.475
C 4.548 -2.712 3.732
H 1.327 -2.166 -1.419
C -1.588 -1.849 -3.582
Sr 2.399 1.082 -0.650
Cl 1.823 0.700 4.824
H 2.240 -5.178 1.461
C 4.763 -1.417 3.207
H 3.446 4.241 0.087
H 1.604 4.700 -1.944
Si -2.631 -2.215 0.168
Si -2.753 -0.734 -2.584
O 4.531 1.957 0.070
H -2.219 3.553 0.884
H 1.791 -1.003 3.198
H -2.316 3.786 -0.871
C -4.498 -1.292 -3.118
C 1.766 -3.759 -0.071
H -5.255 -0.645 -2.666
H -4.628 -1.272 -4.206
C -2.998 0.870 1.881
H -2.928 0.915 -4.449
C 4.147 -1.041 2.044
C -4.327 -2.494 1.000
C -2.496 0.943 -3.443
H -0.349 -2.351 1.149
C 3.279 -1.917 1.331
H -5.214 1.181 -0.252
H -3.248 1.881 2.220

Computed Löwdin charges, given in elementary charges: number 1, H, carries 0.01; number 2, O, carries -0.50; number 3, H, carries 0.00; number 4, C, carries -0.18; number 5, C, carries -0.43; number 6, H, carries 0.07; number 7, H, carries 0.02; number 8, H, carries -0.01; number 9, H, carries 0.06; number 10, H, carries 0.02; number 11, H, carries 0.02; number 12, H, carries 0.01; number 13, O, carries -0.65; number 14, O, carries -0.31; number 15, Se, carries 0.71; number 16, H, carries 0.06; number 17, C, carries -0.07; number 18, H, carries 0.10; number 19, H, carries -0.03; number 20, H, carries 0.01; number 21, C, carries -0.08; number 22, H, carries 0.09; number 23, O, carries -0.52; number 24, H, carries 0.09; number 25, C, carries -0.18; number 26, H, carries 0.07; number 27, H, carries 0.00; number 28, H, carries 0.06; number 29, O, carries -0.32; number 30, H, carries 0.00; number 31, H, carries 0.06; number 32, H, carries 0.01; number 33, H, carries 0.09; number 34, C, carries -0.20; number 35, H, carries 0.01; number 36, C, carries -0.18; number 37, C, carries -0.18; number 38, C, carries -0.27; number 39, H, carries 0.03; number 40, C, carries -0.96; number 41, H, carries 0.08; number 42, C, carries -0.18; number 43, C, carries -0.29; number 44, C, carries -0.07; number 45, Si, carries 0.27; number 46, C, carries -0.20; number 47, H, carries 0.08; number 48, H, carries 0.00; number 49, Cl, carries 0.62; number 50, H, carries 0.09; number 51, H, carries 0.12; number 52, H, carries 0.02; number 53, H, carries 0.02; number 54, H, carries 0.02; number 55, H, carries 0.01; number 56, C, carries -0.10; number 57, C, carries -0.12; number 58, H, carries 0.07; number 59, C, carries -0.19; number 60, Sr, carries 1.40; number 61, Cl, carries 0.50; number 62, H, carries 0.09; number 63, C, carries -0.11; number 64, H, carries 0.10; number 65, H, carries 0.13; number 66, Si, carries 0.34; number 67, Si, carries 0.34; number 68, O, carries -0.66; number 69, H, carries 0.07; number 70, H, carries 0.01; number 71, H, carries 0.08; number 72, C, carries -0.20; number 73, C, carries -0.12; number 74, H, carries 0.01; number 75, H, carries 0.01; number 76, C, carries -0.17; number 77, H, carries 0.02; number 78, C, carries -0.06; number 79, C, carries -0.20; number 80, C, carries -0.18; number 81, H, carries 0.01; number 82, C, carries -0.25; number 83, H, carries 0.03; number 84, H, carries 0.02



A 2-piece molecular cluster, C4H8O overall at a distorted geometry. Source: OMol25; level of theory: ωB97M-V/def2-TZVPD.

As for the net charge: 0. The value obtained for the HOMO energy (alpha / beta) is -8.4834 / -7.2230 eV. Its spin multiplicity is 1.

Element x y z (Å)
O -1.361 0.768 1.166
H -2.426 0.510 -0.684
H 1.787 1.377 -1.376
C -0.396 -1.486 0.520
H -1.090 -1.965 1.192
C 2.004 0.872 -0.394
H -0.599 -1.970 -0.512
C -0.632 -0.075 0.461
C -1.454 0.818 -0.273
H 2.301 1.399 0.468
H -0.985 1.662 -0.897
H 2.148 -0.312 -0.479
H 0.703 -1.597 0.808

Computed Löwdin charges, given in elementary charges: number 1, O, carries 0.04; number 2, H, carries 0.11; number 3, H, carries 0.00; number 4, C, carries -0.06; number 5, H, carries 0.07; number 6, C, carries 0.04; number 7, H, carries 0.12; number 8, C, carries -0.40; number 9, C, carries -0.11; number 10, H, carries -0.05; number 11, H, carries 0.12; number 12, H, carries 0.03; number 13, H, carries 0.09



no.,molar mass (g mol⁻¹)
1,168.17
2,116.08
3,764.38
4,72.11